--- A ---
11
Properties=species:S:1:pos:R:3 method="wB97M-V/def2-TZVPD" homo_ev=-8.9 lumo_energy_ev=0.69 homo_lumo_gap_ev=9.610 total_charge=0
C -1.64576 0.71997 0.45282
O -0.65292 0.20186 -0.44300
C 0.50685 -0.25040 0.06351
C 1.64832 -0.51147 -0.77903
O 2.79692 -0.31519 -0.38477
H -2.31713 -0.07828 0.77601
H -1.19561 1.20748 1.32846
H -2.21936 1.46223 -0.11168
H 1.02128 -1.66803 -0.19477
H 0.71007 0.01972 1.10456
H 1.34734 -0.78789 -1.81209


--- B ---
11
Properties=species:S:1:pos:R:3 method="wB97M-V/def2-TZVPD" homo_ev=-10.2 lumo_energy_ev=0.99 homo_lumo_gap_ev=11.153 total_charge=0
O 1.51838 -0.94399 0.45043
C 0.21346 -0.48171 0.58632
C 0.08153 1.09515 -0.00736
O -1.07083 0.64002 -0.69495
C -0.78748 -0.75087 -0.51324
H 1.46748 0.04455 0.17796
H -0.15355 -0.49819 1.61245
H -0.11402 1.86372 0.74940
H 0.82648 1.54460 -0.73240
H -1.67543 -1.31807 -0.23122
H -0.30601 -1.19521 -1.39738


--- C ---
11
Properties=species:S:1:pos:R:3 method="wB97M-V/def2-TZVPD" homo_ev=-9.8 lumo_energy_ev=0.70 homo_lumo_gap_ev=10.450 total_charge=0
C -1.39024 0.50253 -0.00973
O -0.73990 -0.37986 0.82446
C 0.40477 -0.82573 0.20753
C 1.54389 0.14873 0.11338
O 2.69276 -0.19303 -0.03007
H -0.86953 1.45710 -0.15339
H -1.15897 -0.04816 -1.14714
H -2.39589 0.65676 0.42867
H -0.04325 -0.78063 -1.04717
H 0.71037 -1.75731 0.72480
H 1.24598 1.21959 0.08866


Stability summary: most stable C, least stable A.


--- A ---
11
Properties=species:S:1:pos:R:3 method="wB97M-V/def2-TZVPD" homo_ev=-9.4 lumo_energy_ev=0.72 homo_lumo_gap_ev=10.109 total_charge=0
O -2.05916 -0.69034 -0.57349
C -1.92988 0.50215 -0.56996
H -1.51117 0.97677 0.32442
H -2.42217 1.14653 -1.31085
C 1.73937 -1.07055 -0.00656
C 1.14805 0.12204 -0.01670
O 1.09758 1.01184 1.00834
H 1.95945 -1.65522 -0.88405
H 2.30637 -1.36160 0.87488
H 0.64706 0.41664 -0.93198
H 0.91573 0.53240 1.82256


--- B ---
11
Properties=species:S:1:pos:R:3 method="wB97M-V/def2-TZVPD" homo_ev=-8.6 lumo_energy_ev=0.78 homo_lumo_gap_ev=9.381 total_charge=0
C 1.47679 -0.54542 -0.10305
C 0.13279 0.08689 -0.22425
O 0.09375 1.17000 -1.04347
C -0.96945 -0.31046 0.41428
O -2.13246 0.43901 0.22756
H 2.21697 0.22057 0.15280
H 1.47243 -1.30425 0.68371
H 1.78650 -1.00546 -1.04658
H -2.18992 1.03170 0.98860
H -0.84782 1.41564 -1.08443
H -1.03959 -1.19822 1.03485


Stability summary: most stable B, least stable A.


--- A ---
11
Properties=species:S:1:pos:R:3 method="wB97M-V/def2-TZVPD" homo_ev=-10.0 lumo_energy_ev=0.90 homo_lumo_gap_ev=10.920 total_charge=0
C -1.52976 -0.11450 0.00232
C -0.14996 0.40732 0.25443
O 0.09610 1.13888 1.19503
C 1.04169 -0.11136 -0.55212
O 1.98241 -0.50925 0.41395
H -2.20578 0.31061 0.74599
H -1.50081 -1.20654 0.11274
H -1.87586 0.10322 -1.01280
H 1.43605 0.69296 -1.19713
H 0.78033 -0.95834 -1.19879
H 1.84861 0.15460 1.11849


--- B ---
11
Properties=species:S:1:pos:R:3 method="wB97M-V/def2-TZVPD" homo_ev=-9.7 lumo_energy_ev=0.97 homo_lumo_gap_ev=10.660 total_charge=0
C -1.60827 -0.59274 0.29123
C 0.10674 1.00337 0.05334
C 1.34959 0.17381 0.22000
H -2.48874 -0.98042 -0.30470
H -2.10909 -0.03842 1.11361
H -0.98416 -1.43957 0.63466
H 0.38070 1.85679 -0.52725
H -0.12933 1.28949 1.15353
H 2.12814 0.61913 0.88897
O -0.92302 0.35200 -0.57138
O 1.43729 -0.95371 -0.22190


Stability summary: most stable A, least stable B.


--- A ---
11
Properties=species:S:1:pos:R:3 method="wB97M-V/def2-TZVPD" homo_ev=-8.7 lumo_energy_ev=0.20 homo_lumo_gap_ev=8.851 total_charge=0
O -2.18995 0.81415 -1.38579
C -2.41370 -0.03446 -0.54083
H -1.94461 -1.03166 -0.56791
H -3.14078 0.08384 0.23547
C 2.10081 -0.36201 0.93169
C 1.34732 0.18033 -0.04809
O 0.00632 0.39683 0.21699
H 3.02183 -0.85445 0.60055
H 2.09296 -0.07809 2.00054
H 1.79835 0.27574 -1.01617
H -0.67855 0.60976 -0.42647


--- B ---
11
Properties=species:S:1:pos:R:3 method="wB97M-V/def2-TZVPD" homo_ev=-9.8 lumo_energy_ev=0.31 homo_lumo_gap_ev=10.072 total_charge=0
C 0.38484 -0.27711 -0.89007
C -0.41349 -0.28411 0.34902
C -1.43423 -0.00122 1.10110
O 1.54754 -0.73447 -0.87270
O 0.04108 0.74069 -1.76475
H 1.91779 0.14151 0.84417
H 0.82250 0.90121 -2.31412
H 1.43099 0.53138 1.33422
H -0.63105 -1.17588 -0.78109
H -2.31894 -0.62222 1.15015
H -1.34704 0.78023 1.84407


--- C ---
11
Properties=species:S:1:pos:R:3 method="wB97M-V/def2-TZVPD" homo_ev=-8.5 lumo_energy_ev=0.80 homo_lumo_gap_ev=9.307 total_charge=0
C 1.34036 -0.49206 -0.73457
C 0.28433 0.10949 0.14642
O 0.52008 0.97599 1.10511
C -1.02248 -0.21302 0.00327
O -1.80575 0.55602 0.98829
H 1.93932 0.27773 -1.23134
H 0.86815 -1.11068 -1.50904
H 2.01740 -1.11861 -0.14838
H -1.49801 -1.11922 -0.30259
H -1.97001 1.12164 0.21121
H -0.67339 1.01271 1.47163


Stability summary: most stable C, least stable B.